{"formula": "C9H14O", "method": "ωB97M-V/def2-TZVPD", "elements": ["C", "C", "H", "H", "H", "H", "H", "H", "C", "C", "C", "C", "C", "C", "C", "O", "H", "H", "H", "H", "H", "H", "H", "H"], "xyz": [[-0.459417, 1.339974, -2.195738], [0.565969, 2.190676, -1.429919], [-0.831615, 0.423535, -1.722234], [-1.236761, 1.957634, -2.631234], [0.009810, 0.842156, -3.049231], [1.388345, 2.440119, -2.088885], [0.847319, 1.897116, -0.423201], [0.052591, 3.135768, -1.251242], [2.203510, -1.315146, 1.851377], [0.178023, 0.112489, 1.507106], [0.863064, -1.117896, 1.256176], [-1.107838, 0.319273, 1.124196], [-1.718133, -0.738349, 0.392854], [0.275383, -2.062428, 0.388206], [-0.993588, -1.887899, -0.039735], [-2.911284, -0.587161, -0.149186], [0.599397, 0.785584, 2.242796], [-1.659851, 1.247630, 1.235594], [2.118928, -1.379843, 2.935279], [2.813608, -0.437584, 1.637149], [0.844714, -2.927482, 0.082625], [-3.087211, 0.365884, -0.249259], [-1.472579, -2.435890, -0.842973], [2.717617, -2.168168, 1.419469]], "atomic_forces_ev_per_a": [[0.87, -1.12, -0.61], [-1.30, 0.87, -0.24], [-0.39, 0.57, 0.55], [-0.37, -0.14, 0.24], [0.22, 0.36, -0.19], [0.44, -0.17, 0.32], [0.40, -0.58, -0.23], [0.19, 0.28, 0.07], [0.03, 0.15, -0.55], [-0.53, -0.16, 1.41], [0.04, 0.38, -0.08], [0.09, -0.58, -0.65], [-0.06, 0.68, -1.08], [0.20, -0.40, 0.19], [-0.56, 0.29, -0.16], [0.41, 0.25, -0.04], [0.40, 0.31, -0.41], [0.16, -0.10, 0.44], [0.08, -0.16, 0.14], [0.06, 0.17, 0.11], [0.10, -0.01, -0.11], [-0.50, -0.20, 0.26], [0.08, -0.47, 0.35], [-0.06, -0.21, 0.27]], "nbo_charge": [-0.63, -0.63, 0.17, 0.22, 0.23, 0.23, 0.19, 0.21, -0.67, -0.17, 0.20, -0.23, 0.45, -0.20, -0.17, -0.55, 0.25, 0.25, 0.27, 0.26, 0.25, 0.52, 0.26, 0.25], "multiplicity": 2, "lumo_energy_ha": [-0.144, -0.275], "homo_lumo_gap_ev": [10.09, 7.30], "total_charge": 1}

---

{"formula": "C9H14O", "method": "ωB97M-V/def2-TZVPD", "elements": ["C", "C", "C", "C", "C", "C", "C", "O", "H", "H", "H", "H", "H", "H", "H", "H", "C", "C", "H", "H", "H", "H", "H", "H"], "xyz": [[0.833623, 2.352088, 0.370728], [-2.349282, 0.390426, -0.114519], [-1.423271, 1.219899, 0.496993], [-2.054581, -0.128096, -1.410814], [-0.234928, 1.441901, -0.168403], [-0.849425, 0.113873, -2.121568], [0.030792, 0.943394, -1.482564], [-3.068238, -0.805063, -1.997492], [-3.230025, 0.240160, 0.491521], [-1.678111, 1.689859, 1.435673], [-3.293043, -1.524381, -1.392563], [-0.917863, -0.059914, -3.188213], [1.497142, 1.783003, 1.037772], [0.397237, 3.115725, 1.016489], [1.021527, 1.130675, -1.874607], [1.462701, 2.791148, -0.398022], [1.858320, -2.214609, 0.409157], [1.693473, -1.457734, 1.788029], [2.354805, -3.118445, 0.739086], [0.850297, -2.542566, 0.170433], [2.194145, -1.500693, -0.319747], [0.876216, -0.736560, 1.793849], [2.580464, -0.939246, 2.151781], [1.448026, -2.184841, 2.567003]], "atomic_forces_ev_per_a": [[-0.52, -0.35, 0.66], [1.67, 1.10, 1.50], [-1.56, -1.11, -0.51], [-1.79, -0.52, -0.03], [2.25, 1.55, -0.45], [-1.23, 1.68, 0.18], [0.13, -1.43, -0.08], [1.76, -0.06, -0.06], [-0.53, -0.54, -0.73], [0.26, 0.02, 0.08], [-0.86, -0.04, 0.06], [0.73, -0.59, 0.06], [-0.03, -0.14, -0.09], [0.03, 0.10, -0.14], [-0.18, 0.27, -0.33], [-0.13, 0.02, -0.09], [-1.58, 0.82, 2.93], [-0.15, -0.39, -0.19], [0.98, 0.01, -1.18], [-0.15, -0.03, -0.44], [0.83, -0.50, -0.59], [-0.10, 0.15, -0.16], [0.18, -0.05, -0.32], [-0.04, 0.05, -0.08]], "nbo_charge": [-0.68, -0.18, -0.19, 0.45, 0.20, -0.22, -0.14, -0.59, 0.26, 0.26, 0.52, 0.27, 0.28, 0.25, 0.25, 0.25, -0.62, -0.60, 0.24, 0.19, 0.20, 0.17, 0.21, 0.22], "multiplicity": 2, "lumo_energy_ha": [-0.150, -0.290], "homo_lumo_gap_ev": [10.34, 6.83], "total_charge": 1}

---

{"formula": "C9H14O2", "method": "ωB97M-V/def2-TZVPD", "elements": ["C", "C", "C", "C", "C", "O", "C", "C", "H", "H", "H", "H", "H", "H", "H", "H", "C", "C", "O", "H", "H", "H", "H", "H", "H"], "xyz": [[-0.505239, 0.848831, 2.948852], [-0.845904, 0.576021, 1.510439], [-0.949365, 1.627278, 0.595702], [-1.370759, 1.474297, -0.706339], [-1.712390, 0.182990, -1.132893], [-1.975994, 0.056019, -2.465809], [-1.658930, -0.869571, -0.247002], [-1.232802, -0.680324, 1.072119], [-1.066093, 0.189935, 3.615749], [-0.845692, 1.844614, 3.213368], [0.543672, 0.783895, 3.238500], [-0.568675, 2.584980, 0.943290], [-1.405607, 2.290860, -1.414102], [-1.974939, -0.862642, -2.748753], [-1.918183, -1.878488, -0.546448], [-1.222029, -1.551359, 1.690393], [1.801344, -0.107743, -1.673316], [2.673843, -1.027526, -0.839656], [1.837228, -2.028981, -0.183120], [0.785088, -0.487541, -1.716480], [2.162654, -0.045059, -2.701028], [1.665091, 0.915352, -1.310826], [3.276954, -1.689164, -1.458847], [3.304261, -0.553390, -0.088465], [1.202477, -1.593296, 0.404673]], "atomic_forces_ev_per_a": [[-0.30, 0.05, 0.44], [-0.39, -0.26, 0.03], [0.67, 0.45, 0.34], [-0.09, -0.73, 0.12], [0.42, 0.62, -0.25], [-0.26, 0.04, -0.16], [0.07, -0.41, 0.35], [-0.13, 0.41, -0.92], [0.12, -0.16, -0.12], [0.08, 0.27, 0.01], [0.11, -0.11, -0.30], [-0.35, 0.12, -0.16], [0.04, 0.02, 0.04], [-0.06, -0.11, 0.20], [-0.03, 0.05, -0.21], [0.07, -0.28, 0.60], [-0.03, 0.64, -0.40], [-1.14, -1.40, 0.47], [0.21, 0.39, 0.26], [0.02, -0.37, -0.06], [0.02, 0.08, 0.01], [0.40, -0.10, 0.21], [0.30, 0.42, -0.15], [0.04, 0.28, -0.14], [0.20, 0.07, -0.22]], "nbo_charge": [-0.63, -0.06, -0.19, -0.26, 0.30, -0.67, -0.30, -0.19, 0.22, 0.22, 0.22, 0.21, 0.23, 0.48, 0.22, 0.21, -0.66, -0.07, -0.74, 0.22, 0.21, 0.21, 0.18, 0.17, 0.46], "smiles": "Cc1ccc(O)cc1.CCO", "lumo_energy_ha": 0.031, "homo_lumo_gap_ev": 9.43, "total_charge": 0}

---

{"formula": "C9H14O2", "method": "ωB97M-V/def2-TZVPD", "elements": ["O", "C", "C", "C", "C", "C", "C", "C", "O", "C", "C", "H", "H", "H", "H", "H", "H", "H", "H", "H", "H", "H", "H", "H", "H"], "xyz": [[-2.155763, -1.551448, 0.800733], [-1.305743, -1.030729, 0.107476], [-1.671695, 0.006394, -0.932883], [-0.594587, 1.088859, -1.070967], [-0.535700, 2.010197, 0.174372], [0.011989, 1.317978, 1.411348], [1.295549, 0.506751, 1.130296], [1.205173, -0.391294, -0.091661], [2.447095, -0.994342, -0.390806], [0.129994, -1.475989, 0.113693], [0.789295, 0.414502, -1.314321], [-1.762487, -0.517150, -1.877227], [-2.671357, 0.438899, -0.765351], [-0.884234, 1.726246, -1.945396], [0.093736, 2.854138, -0.106787], [-1.553469, 2.383557, 0.345216], [-0.750690, 0.633889, 1.779251], [0.144101, 2.067852, 2.196229], [2.194810, 1.170117, 1.026592], [1.449601, -0.188244, 1.997153], [2.687454, -1.652077, 0.288692], [0.274198, -2.024131, 1.042327], [0.248863, -2.174749, -0.703672], [0.731786, -0.249026, -2.170288], [1.521382, 1.216987, -1.550269]], "atomic_forces_ev_per_a": [[0.52, 0.12, -0.01], [-1.12, -0.04, -0.37], [-0.08, 0.53, 0.20], [0.10, 0.16, -0.25], [-0.14, -0.24, -0.93], [-0.01, -0.19, -0.26], [0.59, 0.12, 1.06], [-0.92, 0.25, -0.26], [0.43, -0.43, 0.26], [0.31, 0.05, 0.50], [-0.25, 1.21, -0.09], [0.13, -0.32, -0.36], [0.37, -0.23, 0.33], [0.43, -0.51, 0.58], [0.06, 0.20, 0.14], [0.23, 0.09, 0.15], [-0.08, -0.08, 0.19], [0.25, -0.22, 0.02], [-0.74, -0.54, 0.09], [0.20, 0.72, -0.44], [-0.27, 0.49, -0.30], [0.18, -0.12, 0.14], [-0.05, -0.32, -0.35], [0.05, -0.12, -0.26], [-0.18, -0.58, 0.23]], "nbo_charge": [-0.55, 0.61, -0.53, -0.20, -0.40, -0.42, -0.42, 0.26, -0.72, -0.56, -0.42, 0.23, 0.23, 0.22, 0.20, 0.21, 0.21, 0.22, 0.22, 0.20, 0.47, 0.23, 0.25, 0.21, 0.22], "smiles": "O=C1C[C@H]2CCC[C@@](O)(C1)C2", "lumo_energy_ha": 0.027, "homo_lumo_gap_ev": 10.23, "total_charge": 0}

---

{"formula": "C9H14OS", "method": "ωB97M-V/def2-TZVPD", "elements": ["C", "C", "C", "C", "C", "O", "C", "C", "H", "H", "H", "H", "H", "H", "H", "H", "C", "C", "S", "H", "H", "H", "H", "H", "H"], "xyz": [[1.347622, 0.317576, -1.948149], [0.162796, -0.399840, -1.431099], [0.091300, -1.773098, -1.804541], [-0.857494, -2.583255, -1.200667], [-1.851090, -2.041784, -0.343516], [-2.765896, -2.951054, 0.011831], [-1.687231, -0.748269, 0.058167], [-0.803359, 0.146086, -0.556490], [1.248392, 0.550706, -3.021005], [2.313643, -0.167759, -1.850990], [1.356151, 1.349080, -1.617005], [0.850688, -2.048480, -2.530953], [-0.831083, -3.615049, -1.484173], [-3.471791, -2.770241, 0.622181], [-2.232155, -0.243570, 0.860838], [-1.029768, 1.201558, -0.562135], [1.660928, 0.483050, 1.459791], [1.818625, 1.919558, 0.893333], [0.915495, 3.129083, 1.922118], [2.300635, -0.150663, 0.837975], [0.680316, 0.139484, 1.164551], [1.785006, 0.418616, 2.531475], [2.857198, 2.210057, 0.706965], [1.438182, 1.927241, -0.106246], [0.731935, 2.429603, 3.012530]], "atomic_forces_ev_per_a": [[-0.44, 1.90, -1.84], [-0.62, -0.88, 0.15], [-0.36, 1.62, 1.65], [0.23, 0.72, -1.11], [1.98, -0.84, -0.47], [-0.39, -1.38, 0.01], [-1.05, 1.98, 0.66], [0.90, -1.85, -1.98], [-0.04, -0.65, -0.13], [-0.03, -0.09, 0.46], [0.43, -0.12, 0.40], [-0.25, -0.73, 0.24], [-0.55, -0.52, 0.13], [-0.03, 0.98, 0.41], [-0.69, -0.67, -0.32], [0.62, 0.27, 0.84], [0.07, 0.78, -1.60], [0.27, -0.62, 1.00], [0.14, 0.85, -1.15], [0.39, -0.20, 0.69], [-0.36, 0.00, 0.53], [0.43, -0.17, 0.08], [0.06, 0.05, 0.78], [-0.78, 0.27, 0.01], [0.08, -0.69, 0.58]], "nbo_charge": [-0.65, -0.03, -0.20, -0.24, 0.30, -0.68, -0.30, -0.22, 0.22, 0.22, 0.21, 0.21, 0.22, 0.50, 0.22, 0.23, -0.62, -0.50, -0.06, 0.21, 0.23, 0.21, 0.21, 0.21, 0.11], "smiles": "Cc1ccc(O)cc1.CCS", "lumo_energy_ha": 0.028, "homo_lumo_gap_ev": 9.01, "total_charge": 0}

---

{"formula": "C9H14OSe", "method": "ωB97M-V/def2-TZVPD", "elements": ["C", "C", "C", "C", "C", "C", "C", "C", "C", "O", "Se", "H", "H", "H", "H", "H", "H", "H", "H", "H", "H", "H", "H", "H", "H"], "xyz": [[0.565941, 1.631327, 1.032602], [1.848576, 1.424653, 1.180551], [1.449505, 1.603971, -1.146559], [0.163663, 1.298112, -0.430527], [2.462914, 1.120127, -0.075337], [-0.296872, -0.078695, -0.730129], [-0.708159, -2.465701, -0.064283], [-2.489478, -0.722109, -0.191256], [-1.107466, -0.983100, 0.198137], [-1.002336, -0.693031, 1.528515], [2.353982, -1.029194, -0.139011], [-0.152015, 2.135232, 1.663284], [2.450763, 1.412495, 2.091789], [1.483123, 1.063176, -2.057433], [1.624761, 2.707308, -1.187964], [-0.732961, 1.964321, -0.587378], [3.385508, 1.570347, -0.257356], [-0.492926, -0.422094, -1.725554], [0.294477, -2.694813, 0.097680], [-1.068022, -2.719589, -1.060001], [-1.359922, -3.110913, 0.688947], [-2.927308, -1.528860, 0.240836], [-2.926477, 0.166812, 0.308020], [-2.744507, -0.736201, -1.200186], [-0.074767, -0.913570, 1.822621]], "atomic_forces_ev_per_a": [[-1.83, 0.26, -0.72], [0.84, 0.37, 1.76], [0.40, 0.97, 1.22], [-1.54, 1.23, 1.28], [-1.14, -2.93, -1.93], [1.97, -1.58, 2.28], [-4.15, -0.43, 1.15], [-1.30, 1.96, 1.11], [3.16, 0.00, -1.50], [1.48, 0.13, 1.97], [-1.14, 2.37, -0.66], [0.05, -0.66, 0.52], [-0.38, 0.39, -0.15], [0.54, -0.04, -1.08], [-0.36, -0.74, -0.56], [0.74, -0.32, -0.71], [1.89, -0.01, -0.11], [0.51, 0.35, -0.82], [1.61, -0.11, 0.10], [0.38, -0.31, -0.17], [1.25, 1.25, -1.47], [-2.29, -2.34, 1.23], [0.54, -0.29, -0.40], [-0.04, 0.08, -1.86], [-1.17, 0.39, -0.46]], "nbo_charge": [-0.18, -0.22, -0.40, -0.40, -0.28, 0.14, -0.60, -0.62, 0.15, -0.71, -0.23, 0.22, 0.23, 0.22, 0.22, 0.25, 0.22, 0.18, 0.23, 0.21, 0.21, 0.23, 0.23, 0.22, 0.49], "lumo_energy_ha": [-0.024, -0.027], "homo_lumo_gap_ev": [7.05, 6.96], "total_charge": 0}

---

ΔE to the lowest compared entry with this formula, charge and spin, record by record: 14.0; 26.8; 25.5; 2.0; 31.4; 54.6 kcal/mol